(1)
Computed, not measured: a 6-piece molecular cluster, C51H69N7O7 overall at a distorted geometry, with ωB97M-V/def2-TZVPD.

Last column: Mulliken charge in e.
CARTESIAN COORDINATES (ANGSTROEM)
1 C -4.347 -1.186 0.846  -0.996
2 C -3.355 -2.131 0.265  0.262
3 N -2.105 -1.723 -0.529  0.313
4 C -2.237 -2.683 -1.736  -0.043
5 C -3.706 -2.266 -2.421  0.114
6 C -3.914 -0.645 -2.740  -0.178
7 C -5.293 -0.008 -3.364  -0.664
8 C -6.538 -1.068 -3.669  0.588
9 C -7.925 -0.385 -4.253  -0.902
10 C -6.318 -2.676 -3.379  -0.424
11 C -4.916 -3.325 -2.741  -0.484
12 C -0.824 -1.979 0.231  -0.066
13 C -0.976 -1.822 1.890  -0.792
14 O -1.561 -0.555 2.330  -0.026
15 N -2.182 -0.839 3.495  0.106
16 O -2.952 0.118 3.674  -0.381
17 C 0.530 -1.274 -0.386  1.066
18 C 1.487 -2.573 -0.868  -1.089
19 O 0.870 -3.457 -1.850  0.051
20 C 1.878 -4.505 -2.212  -0.490
21 C 1.649 -5.033 -3.778  -0.279
22 C 2.654 -4.128 -4.727  -0.760
23 C 0.354 -0.379 -1.735  1.407
24 O 1.351 -0.685 -2.818  -0.279
25 C 2.296 0.412 -3.011  0.187
26 C 2.012 1.868 -3.706  -0.282
27 C 3.265 2.972 -3.790  -0.503
28 C 4.776 2.699 -3.194  -0.419
29 C 5.067 1.233 -2.521  -0.439
30 C 3.850 0.140 -2.456  -0.023
31 O 1.438 -0.686 0.639  -0.203
32 C 1.120 0.646 1.073  -0.046
33 C 2.004 1.885 0.473  0.914
34 C 1.150 3.281 0.823  -0.705
35 C 0.421 3.760 -0.567  -0.219
36 O -0.794 2.969 -0.865  -0.529
37 C 1.373 0.705 2.720  -0.387
38 C 3.045 0.152 3.000  0.138
39 C 4.107 1.392 3.589  -0.508
40 O 3.513 0.152 4.491  -0.468
41 H -4.600 -0.134 0.398  0.218
42 H -4.957 -1.586 1.790  0.232
43 H -3.488 -3.305 0.412  0.115
44 H -1.442 -2.484 -2.568  0.112
45 H -2.311 -3.802 -1.381  0.450
46 H -3.041 0.103 -2.487  0.131
47 H -5.435 1.156 -3.569  0.143
48 H -7.835 0.800 -4.212  0.265
49 H -8.222 -0.742 -5.328  0.256
50 H -8.854 -0.646 -3.551  0.259
51 H -7.255 -3.375 -3.623  0.228
52 H -4.807 -4.481 -2.515  0.254
53 H -0.708 -3.170 0.154  -0.012
54 H -1.642 -2.698 2.357  0.605
55 H 0.076 -1.970 2.435  0.308
56 H 2.591 -2.226 -1.126  -0.221
57 H 1.602 -3.212 0.134  0.176
58 H 2.984 -4.102 -2.180  0.256
59 H 1.849 -5.412 -1.437  0.244
60 H 0.515 -4.973 -4.092  0.216
61 H 2.078 -6.145 -3.817  0.275
62 H 3.749 -4.018 -4.265  0.252
63 H 2.263 -3.016 -4.850  0.031
64 H 2.801 -4.558 -5.813  0.331
65 H 0.486 0.799 -1.585  -0.806
66 H -0.679 -0.466 -2.293  -0.459
67 H 0.953 2.125 -4.132  0.366
68 H 3.085 4.024 -4.300  0.346
69 H 5.657 3.489 -3.222  0.303
70 H 6.153 0.997 -2.086  0.285
71 H 4.113 -0.918 -1.976  0.193
72 H -0.003 0.878 0.818  0.301
73 H 2.141 1.902 -0.685  -0.817
74 H 3.057 2.039 0.955  0.336
75 H 1.931 4.092 1.146  0.268
76 H 0.349 3.095 1.676  0.355
77 H 1.149 3.666 -1.508  0.050
78 H 0.110 4.889 -0.513  0.378
79 H -1.118 3.129 -1.800  0.273
80 H 1.311 1.783 3.165  0.387
81 H 0.807 -0.121 3.316  -0.177
82 H 3.522 -0.688 2.199  0.189
83 H 3.567 2.421 3.838  0.210
84 H 5.255 1.307 3.369  0.275
85 C 0.697 0.874 -8.984  -0.455
86 C 1.490 1.940 -8.498  -0.511
87 C 2.030 1.537 -7.297  -0.452
88 N 1.587 0.265 -7.040  0.108
89 C 0.778 -0.149 -8.065  -0.425
90 H 0.129 0.853 -9.905  0.384
91 H 1.650 2.900 -8.972  0.394
92 H 2.689 2.044 -6.605  0.391
93 H 1.821 -0.281 -6.221  0.212
94 H 0.329 -1.133 -8.053  0.365
95 C -1.371 -6.820 4.566  -0.479
96 C -0.040 -6.379 4.375  -0.615
97 C -0.030 -5.574 3.258  -0.269
98 N -1.308 -5.518 2.765  0.077
99 C -2.134 -6.271 3.559  -0.463
100 H -1.735 -7.468 5.353  0.399
101 H 0.819 -6.621 4.987  0.409
102 H 0.774 -5.039 2.772  0.368
103 H -1.597 -5.002 1.945  0.210
104 H -3.190 -6.352 3.340  0.389
105 C 5.659 6.125 5.556  -0.340
106 C 6.961 5.607 5.353  -0.361
107 C 6.952 4.297 5.775  -0.507
108 N 5.691 4.007 6.230  0.013
109 C 4.895 5.114 6.095  -0.536
110 H 5.316 7.127 5.331  0.396
111 H 7.813 6.134 4.942  0.385
112 H 7.732 3.548 5.792  0.370
113 H 5.396 3.115 6.605  0.213
114 H 3.856 5.089 6.395  0.375
115 C -2.720 8.965 -0.702  -0.379
116 C -2.881 7.829 -1.532  -0.447
117 C -2.611 6.718 -0.765  -0.480
118 N -2.288 7.144 0.498  0.013
119 C -2.357 8.512 0.546  -0.513
120 H -2.856 10.000 -0.985  0.381
121 H -3.165 7.823 -2.577  0.391
122 H -2.620 5.664 -1.009  0.452
123 H -2.038 6.542 1.272  0.221
124 H -2.141 9.045 1.463  0.367
125 C -2.991 -3.619 8.370  -0.299
126 C -1.659 -3.177 8.179  -0.654
127 C -1.650 -2.372 7.062  -0.227
128 N -2.928 -2.317 6.569  0.097
129 C -3.753 -3.069 7.363  -0.649
130 H -3.354 -4.267 9.157  0.397
131 H -0.800 -3.420 8.792  0.381
132 H -0.845 -1.837 6.576  0.406
133 H -3.216 -1.800 5.749  0.195
134 H -4.809 -3.150 7.144  0.360

Values from the calculation:
Highest occupied orbital energy   -0.2929 hartree
SMILES   C=CN(Cc1ccc(C)cc1)[C@H](CON=O)[C@@](COCCC)(COc1ccccc1)O[C@H](CCCO)C[C@H]1CO1.c1cc[nH]c1.c1cc[nH]c1.c1cc[nH]c1.c1cc[nH]c1.c1cc[nH]c1
LUMO level   -0.45 eV
E_tot   -78734.0963 eV

(2)
Computed, not measured: a 9-piece molecular cluster, C51H70Cl2F2I2N2O31P2 overall at a distorted geometry, with ωB97M-V/def2-TZVPD.

Last column: Mulliken charge in e.
CARTESIAN COORDINATES (ANGSTROEM)
1 C 6.449 0.766 -0.517  -1.393
2 C 5.748 1.833 0.432  0.365
3 I 7.031 2.789 1.837  0.100
4 C 4.409 2.078 0.360  -1.401
5 I 3.371 0.904 -1.172  -0.060
6 C 3.552 3.092 1.297  1.501
7 C 4.138 4.547 1.217  -0.708
8 C 4.527 5.277 2.557  0.864
9 C 5.054 6.736 2.142  -1.332
10 C 3.893 7.756 1.828  -0.346
11 O 3.736 8.716 2.923  -0.381
12 C 2.934 9.754 2.431  0.177
13 O 2.157 10.335 3.139  -0.445
14 O 2.268 2.969 0.700  -0.347
15 C 1.184 3.819 0.933  1.506
16 C 1.017 4.798 -0.355  -1.401
17 C 1.717 4.240 -1.652  -0.108
18 C 1.162 5.120 -2.870  -0.473
19 Cl 2.501 5.658 -3.999  -0.234
20 C -0.111 2.877 0.740  -1.592
21 O -1.335 3.554 1.012  0.360
22 C -2.470 2.967 0.396  0.302
23 N -2.384 1.527 0.157  -0.415
24 N -3.633 3.290 1.319  0.179
25 C -3.347 4.515 2.051  0.516
26 O -3.162 4.553 3.222  -0.450
27 F -3.305 5.735 1.393  -0.260
28 C -3.877 2.225 2.272  0.268
29 O -3.104 1.699 2.989  -0.277
30 F -5.189 1.742 2.294  -0.320
31 P -2.912 3.881 -1.260  0.146
32 C -3.101 2.620 -2.645  -0.851
33 C -4.667 4.592 -1.098  -1.105
34 C 0.965 4.736 2.170  -0.308
35 C 0.740 4.157 3.589  -0.089
36 C 1.362 4.915 4.724  -0.292
37 C 1.261 4.450 6.126  -1.085
38 C 0.536 3.217 6.501  0.830
39 C 0.484 2.731 7.987  -1.283
40 C -0.117 2.482 5.398  -1.156
41 C -0.002 2.965 3.996  0.403
42 P 3.373 2.237 2.996  0.498
43 O 4.601 2.579 4.089  -0.315
44 Cl 3.694 0.172 2.560  -0.287
45 H 6.016 -0.227 -0.187  0.384
46 H 7.546 0.702 -0.248  0.366
47 H 6.278 0.972 -1.601  0.352
48 H 3.479 5.292 0.670  -0.133
49 H 5.060 4.508 0.559  0.830
50 H 5.367 4.819 3.134  0.059
51 H 3.682 5.454 3.274  -0.343
52 H 5.624 7.138 3.023  0.499
53 H 5.753 6.674 1.255  0.374
54 H 2.937 7.207 1.618  0.396
55 H 4.210 8.379 0.935  0.429
56 H 2.964 10.060 1.343  0.323
57 H -0.062 5.000 -0.590  0.559
58 H 1.482 5.814 -0.136  0.402
59 H 2.838 4.331 -1.604  0.279
60 H 1.409 3.184 -1.862  0.038
61 H 0.636 6.050 -2.519  0.330
62 H 0.426 4.550 -3.497  0.252
63 H 0.011 1.892 1.272  0.355
64 H -0.102 2.628 -0.371  0.552
65 H -3.296 1.132 -0.115  0.063
66 H -1.787 1.301 -0.646  0.297
67 H -2.204 1.947 -2.702  0.231
68 H -3.989 1.937 -2.486  0.082
69 H -3.187 3.111 -3.660  0.497
70 H -5.042 4.670 -2.167  0.438
71 H -5.375 3.886 -0.584  0.290
72 H -4.674 5.632 -0.691  0.310
73 H 0.063 5.391 1.948  0.657
74 H 1.800 5.500 2.249  -0.689
75 H 1.963 5.845 4.562  0.425
76 H 1.753 5.022 6.956  0.335
77 H -0.177 3.383 8.615  0.285
78 H 0.158 1.649 7.984  0.318
79 H 1.543 2.737 8.376  0.333
80 H -0.685 1.537 5.606  0.293
81 H -0.530 2.355 3.232  0.034
82 H 4.239 3.169 4.778  0.267
83 O -3.747 -0.381 -2.224  -0.544
84 C -4.871 -0.774 -2.089  0.751
85 O -5.931 -0.312 -2.796  -0.331
86 C -7.031 -1.176 -2.516  -0.029
87 C -6.671 -1.761 -1.184  -0.442
88 O -5.245 -1.739 -1.208  -0.336
89 H -7.965 -0.616 -2.487  0.375
90 H -7.095 -1.932 -3.301  -0.001
91 H -7.022 -1.151 -0.347  0.246
92 H -7.044 -2.777 -1.059  0.350
93 O -9.129 -3.489 -4.156  -0.537
94 C -8.836 -3.248 -5.290  0.552
95 O -7.592 -2.871 -5.703  -0.257
96 C -7.597 -2.902 -7.130  -0.409
97 C -9.049 -2.741 -7.466  -0.294
98 O -9.702 -3.313 -6.335  -0.270
99 H -6.982 -2.099 -7.536  0.302
100 H -7.193 -3.861 -7.463  0.288
101 H -9.347 -1.693 -7.552  0.249
102 H -9.326 -3.263 -8.381  0.349
103 O -3.961 -4.665 -7.010  -0.572
104 C -3.417 -4.307 -6.009  0.658
105 O -3.057 -5.132 -4.993  -0.374
106 C -2.242 -4.371 -4.098  0.006
107 C -2.670 -2.961 -4.378  0.106
108 O -3.081 -3.016 -5.741  -0.367
109 H -2.420 -4.665 -3.064  0.416
110 H -1.189 -4.545 -4.340  -0.053
111 H -3.521 -2.651 -3.765  -0.230
112 H -1.859 -2.246 -4.244  0.356
113 O 9.503 -1.079 6.464  -0.567
114 C 8.605 -0.379 6.105  0.553
115 O 8.103 -0.362 4.844  -0.319
116 C 6.911 0.421 4.873  0.765
117 C 7.119 1.300 6.071  -0.252
118 O 7.955 0.504 6.907  -0.350
119 H 6.796 0.991 3.952  -0.618
120 H 6.052 -0.245 4.987  0.131
121 H 7.645 2.227 5.824  0.282
122 H 6.186 1.547 6.575  0.258
123 O 0.816 -4.681 -4.227  -0.595
124 C 1.105 -5.681 -3.639  0.709
125 O 0.251 -6.710 -3.413  -0.263
126 C 1.020 -7.795 -2.892  -0.162
127 C 2.214 -7.100 -2.303  -0.369
128 O 2.330 -5.930 -3.109  -0.357
129 H 0.451 -8.359 -2.147  0.247
130 H 1.288 -8.465 -3.713  0.190
131 H 2.054 -6.799 -1.264  0.282
132 H 3.120 -7.703 -2.361  0.322
133 O -0.061 -10.063 -1.666  -0.582
134 C 0.069 -10.379 -0.521  0.672
135 O 0.789 -11.449 -0.099  -0.316
136 C 0.893 -11.357 1.320  -0.313
137 C -0.295 -10.514 1.687  -0.288
138 O -0.484 -9.712 0.524  -0.302
139 H 0.862 -12.345 1.777  0.284
140 H 1.842 -10.878 1.574  0.264
141 H -1.196 -11.109 1.856  0.276
142 H -0.113 -9.893 2.563  0.290
143 O -13.499 -3.952 -9.904  -0.522
144 C -13.371 -4.248 -8.758  0.650
145 O -12.645 -5.310 -8.314  -0.334
146 C -12.549 -5.191 -6.897  0.187
147 C -13.743 -4.350 -6.546  -0.357
148 O -13.933 -3.567 -7.721  -0.329
149 H -12.576 -6.172 -6.423  0.305
150 H -11.605 -4.703 -6.647  -0.129
151 H -14.640 -4.949 -6.370  0.277
152 H -13.566 -3.715 -5.679  0.304
153 O 14.798 -4.308 5.873  -0.525
154 C 13.901 -3.612 5.514  0.653
155 O 13.399 -3.597 4.248  -0.339
156 C 12.207 -2.816 4.276  -0.296
157 C 12.411 -1.934 5.474  0.019
158 O 13.247 -2.728 6.313  -0.332
159 H 12.093 -2.248 3.353  0.294
160 H 11.349 -3.484 4.389  0.259
161 H 12.936 -1.007 5.227  0.225
162 H 11.476 -1.688 5.975  0.094

Values from the calculation:
Highest occupied orbital energy   -0.3111 hartree
SMILES   C/C(I)=C(\I)[C@@](CCCCOC=O)(O[C@@](CCCCl)(CO[C@@](N)(N(C(=O)F)C(=O)F)P(C)C)Cc1ccc(C)cc1)P(O)Cl.O=C1OCCO1.O=C1OCCO1.O=C1OCCO1.O=C1OCCO1.O=C1OCCO1.O=C1OCCO1.O=C1OCCO1.O=C1OCCO1
LUMO level   -0.54 eV
E_tot   -185729.5223 eV

(3)
Computed, not measured: C51H71N7O5S3Ti as an isolated structure, with ωB97M-V/def2-TZVPD.

Last column: Mulliken charge in e.
CARTESIAN COORDINATES (ANGSTROEM)
1 Ti 0.216 0.594 -1.125  -1.204
2 C 2.060 -4.819 -6.405  -2.378
3 C 2.022 -4.673 -4.883  2.031
4 C 1.090 -5.753 -4.317  -1.419
5 C 3.444 -4.908 -4.353  -1.511
6 C 1.523 -3.293 -4.441  0.112
7 C 1.509 -2.999 -3.078  -0.641
8 C 1.022 -1.775 -2.633  -0.613
9 N 0.942 -1.240 -1.353  1.612
10 C 1.230 -1.932 -0.180  -0.499
11 C 1.350 -3.292 0.079  -0.658
12 C 1.630 -3.745 1.371  -0.743
13 C 1.798 -2.818 2.386  -0.086
14 C 1.619 -1.441 2.193  -0.895
15 C 1.257 -1.043 0.912  0.823
16 O 0.869 0.206 0.596  -0.138
17 C 1.872 -0.417 3.297  3.027
18 C 0.600 0.374 3.620  -1.572
19 C 2.355 -1.078 4.592  -2.644
20 C 2.966 0.554 2.826  -1.649
21 C 1.753 -5.255 1.599  2.212
22 C 2.865 -5.827 0.706  -1.406
23 C 2.093 -5.597 3.050  -2.376
24 C 0.424 -5.938 1.245  -1.609
25 C 0.629 -0.815 -3.584  0.564
26 O 0.258 0.351 -3.031  -0.073
27 C 0.632 -1.071 -4.952  -0.593
28 C 1.069 -2.341 -5.344  -0.473
29 C 0.205 0.002 -5.951  2.536
30 C 0.271 -0.500 -7.395  -2.512
31 C 1.139 1.217 -5.834  -1.448
32 C -1.242 0.437 -5.671  -1.452
33 H 2.454 -5.804 -6.666  0.467
34 H 2.704 -4.067 -6.866  0.401
35 H 1.065 -4.735 -6.847  0.379
36 H 1.431 -6.749 -4.614  0.453
37 H 0.070 -5.614 -4.683  0.335
38 H 1.061 -5.718 -3.226  0.139
39 H 3.822 -5.874 -4.698  0.470
40 H 3.479 -4.910 -3.262  0.181
41 H 4.122 -4.128 -4.708  0.314
42 H 1.903 -3.721 -2.383  0.359
43 H 1.212 -4.019 -0.704  0.635
44 H 2.066 -3.164 3.371  0.739
45 H -0.217 -0.294 3.909  0.429
46 H 0.263 0.962 2.768  -0.024
47 H 0.805 1.051 4.457  0.473
48 H 1.612 -1.769 4.998  0.419
49 H 2.534 -0.303 5.340  0.404
50 H 3.290 -1.624 4.447  0.536
51 H 2.667 1.069 1.913  0.124
52 H 3.898 0.018 2.633  0.404
53 H 3.157 1.307 3.597  0.434
54 H 3.819 -5.339 0.915  0.327
55 H 2.643 -5.687 -0.354  0.128
56 H 2.979 -6.900 0.883  0.480
57 H 3.054 -5.172 3.349  0.397
58 H 2.156 -6.681 3.165  0.445
59 H 1.328 -5.233 3.741  0.421
60 H 0.158 -5.778 0.198  0.241
61 H -0.388 -5.546 1.863  0.342
62 H 0.493 -7.016 1.412  0.460
63 H 1.075 -2.576 -6.398  0.640
64 H 1.272 -0.846 -7.660  0.419
65 H 0.012 0.319 -8.070  0.474
66 H -0.433 -1.317 -7.574  0.417
67 H 2.152 0.940 -6.139  0.198
68 H 1.171 1.601 -4.816  0.137
69 H 0.801 2.018 -6.498  0.464
70 H -1.908 -0.428 -5.644  0.301
71 H -1.593 1.112 -6.458  0.502
72 H -1.312 0.967 -4.721  0.084
73 N -2.001 0.540 -1.673  -0.326
74 C -3.116 -0.261 -1.139  -0.781
75 C -2.616 -1.618 -0.690  -0.467
76 N -1.694 -1.403 0.417  -0.289
77 H -2.259 1.521 -1.711  0.249
78 H -1.798 0.262 -2.629  0.095
79 H -3.901 -0.357 -1.893  0.417
80 H -3.541 0.259 -0.281  0.249
81 H -2.089 -2.110 -1.514  0.145
82 H -3.477 -2.248 -0.439  0.494
83 H -1.160 -2.230 0.652  -0.007
84 H -2.192 -1.108 1.251  0.207
85 O -1.969 4.070 0.681  -0.638
86 C -1.112 5.063 0.319  0.240
87 C -1.459 6.359 0.693  -0.596
88 C -0.634 7.416 0.370  -0.508
89 C 0.550 7.198 -0.329  -0.741
90 C 0.896 5.913 -0.688  -0.513
91 C 0.080 4.822 -0.373  0.170
92 C 0.505 3.458 -0.760  0.974
93 O -0.387 2.492 -0.711  -0.077
94 N 1.720 3.267 -1.141  -1.072
95 N 1.948 1.912 -1.421  1.144
96 C 3.008 1.746 -2.126  0.194
97 S 3.584 0.149 -2.515  0.139
98 C 4.695 0.734 -3.818  -0.386
99 C 5.291 2.054 -3.366  -0.632
100 S 3.960 3.088 -2.697  -0.059
101 H -1.595 3.218 0.368  0.254
102 H -2.376 6.502 1.252  0.445
103 H -0.912 8.420 0.669  0.391
104 H 1.196 8.027 -0.586  0.415
105 H 1.817 5.718 -1.223  0.477
106 H 4.134 0.856 -4.745  -0.036
107 H 5.460 -0.028 -3.964  0.485
108 H 5.725 2.594 -4.208  0.439
109 H 6.059 1.904 -2.609  0.317
110 C -7.520 3.455 4.415  -1.377
111 C -6.324 2.769 3.769  -0.012
112 C -5.277 2.389 4.810  -0.738
113 N -4.154 1.630 4.256  0.178
114 C -3.332 2.067 3.280  -1.159
115 S -2.697 1.041 2.135  -0.123
116 N -3.057 3.411 3.222  0.775
117 C -2.938 4.358 4.244  0.122
118 O -3.128 5.527 4.003  -0.597
119 C -2.446 3.888 5.575  0.049
120 C -2.760 4.637 6.704  -0.443
121 C -2.276 4.250 7.943  -0.645
122 C -1.460 3.130 8.050  -0.388
123 C -1.126 2.398 6.920  -0.746
124 C -1.624 2.771 5.681  0.279
125 H -8.252 3.765 3.670  0.378
126 H -7.210 4.348 4.963  0.342
127 H -8.024 2.791 5.121  0.346
128 H -5.867 3.432 3.030  0.216
129 H -6.639 1.871 3.232  0.311
130 H -5.723 1.762 5.584  0.557
131 H -4.920 3.276 5.329  0.057
132 H -4.289 0.632 4.204  0.336
133 H -2.838 3.763 2.289  0.059
134 H -3.376 5.521 6.594  0.466
135 H -2.526 4.825 8.825  0.395
136 H -1.077 2.834 9.018  0.399
137 H -0.474 1.536 6.998  0.508
138 H -1.356 2.204 4.797  0.370

Values from the calculation:
Highest occupied orbital energy   -0.2521 hartree
LUMO level   0.16 eV
E_tot   -130336.3909 eV